1.
DFT (the ωB97M-V functional and the def2-TZVPD basis) results for a cluster of 2 separate species, C27H47NO6S in total at a distorted geometry.

Atoms and positions in Å:
C  1.756  -1.233  3.717
C  2.109  0.022  2.684
C  1.803  1.512  3.373
C  1.222  2.593  2.261
C  2.437  3.417  1.477
C  2.522  3.075  -0.132
C  3.046  1.501  -0.236
C  3.864  1.174  -1.626
C  5.122  0.147  -1.353
C  4.961  -1.322  -2.066
C  4.800  -1.292  -3.695
C  3.290  -1.585  -4.259
C  2.509  -2.841  -3.553
C  1.056  -2.243  -3.018
C  0.229  -3.271  -2.045
C  0.557  -2.973  -0.444
C  0.064  -4.249  0.472
C  -1.283  -3.953  1.362
C  -2.384  -2.971  0.644
O  -2.188  -1.576  1.093
C  -3.407  -0.780  0.877
O  -4.452  -0.965  1.708
C  -3.510  0.291  -0.360
C  -3.203  1.930  -0.212
C  -3.391  2.802  -1.574
N  -3.798  2.408  -2.953
C  -4.120  0.966  -3.150
C  -3.968  -0.081  -1.915
H  2.586  -1.211  4.561
H  0.662  -1.093  4.134
H  1.848  -2.213  3.057
H  1.445  -0.057  1.720
H  3.239  -0.077  2.372
H  2.821  1.847  3.853
H  1.057  1.314  4.267
H  0.501  2.104  1.464
H  0.616  3.411  2.858
H  3.460  3.157  2.011
H  2.253  4.574  1.636
H  1.443  3.237  -0.570
H  3.345  3.768  -0.600
H  2.080  0.807  -0.227
H  3.693  1.317  0.749
H  4.356  2.205  -1.965
H  3.110  0.763  -2.451
H  6.127  0.699  -1.601
H  5.140  -0.035  -0.173
H  4.126  -1.901  -1.487
H  5.977  -1.909  -1.843
H  5.586  -2.009  -4.185
H  5.072  -0.181  -4.036
H  3.417  -1.879  -5.409
H  2.635  -0.587  -4.281
H  2.245  -3.641  -4.390
H  3.124  -3.399  -2.728
H  1.287  -1.195  -2.535
H  0.371  -2.014  -3.965
H  -0.918  -3.035  -2.181
H  0.400  -4.388  -2.349
H  1.748  -2.952  -0.376
H  0.102  -1.937  -0.105
H  -0.119  -5.192  -0.207
H  0.933  -4.494  1.228
H  -1.823  -5.006  1.510
H  -0.965  -3.584  2.433
H  -2.432  -3.051  -0.525
H  -3.459  -3.291  1.040
H  -2.894  2.395  0.829
H  -3.176  3.970  -1.435
H  -4.479  0.595  -4.202
H  -4.208  -1.222  -2.146
O  -7.091  4.293  4.733
S  -6.217  4.384  3.585
O  -5.404  5.545  3.305
O  -7.087  4.027  2.254
C  -6.501  2.910  1.588
C  -5.811  2.099  2.682
O  -5.256  3.066  3.570
H  -5.774  3.289  0.861
H  -7.268  2.331  1.066
H  -5.030  1.445  2.286
H  -6.536  1.500  3.244

Computed properties:
total energy: -1960.73450 Eh
frontier orbital gap: 8.66 eV
highest occupied orbital energy: -9.7 eV
SMILES string: CCCCCCCCCCCCCCCCCCCOC(=O)c1ccncc1.O=S1(=O)OCCO1
M: 513.7 g/mol


2.
DFT (the ωB97M-V functional and the def2-TZVPD basis) results for the ion C27H48Br2N4O2PS2 with charge +1 at a distorted geometry.

Atoms and positions in Å:
C  3.716  -3.287  -0.797
C  2.401  -3.966  -1.366
C  1.301  -2.892  -1.832
C  0.028  -3.121  -0.919
N  -1.261  -2.644  -1.486
C  -1.589  -1.262  -1.133
C  -0.475  -0.137  -1.274
N  -1.066  1.051  -0.506
C  0.200  1.772  -0.101
C  0.084  3.329  0.071
C  1.531  3.942  0.378
S  2.312  4.528  -1.186
C  3.519  3.270  -1.781
S  5.081  3.783  -1.942
N  3.149  1.913  -2.137
C  4.045  0.888  -1.551
C  4.347  1.084  -0.011
C  2.970  1.743  -3.593
C  2.055  0.479  -3.955
C  -2.149  0.662  0.463
C  -2.167  1.060  1.980
C  -0.875  0.906  2.847
C  -0.019  2.106  3.091
C  1.210  2.051  3.901
C  1.682  0.803  4.531
C  0.831  -0.374  4.343
C  -0.411  -0.325  3.526
C  -1.224  -1.658  3.458
C  -3.450  1.314  -0.232
Br  -3.333  3.307  -0.293
C  -4.850  0.983  0.469
C  -5.785  0.052  -0.447
Br  -5.953  2.667  0.629
C  -2.004  -0.942  0.411
P  -3.405  -2.120  0.682
N  -2.769  -3.523  1.091
O  -4.177  -2.466  -0.761
O  -4.457  -1.756  1.908
H  4.555  -4.044  -0.758
H  3.551  -2.972  0.275
H  4.098  -2.440  -1.426
H  2.003  -4.610  -0.526
H  2.653  -4.674  -2.198
H  1.762  -1.890  -1.589
H  1.109  -2.971  -2.933
H  -0.085  -4.234  -0.758
H  0.242  -2.658  0.090
H  -1.157  -2.630  -2.510
H  -2.383  -0.908  -1.860
H  -0.260  0.112  -2.341
H  0.389  -0.463  -0.624
H  -1.361  1.611  -1.326
H  0.902  1.648  -0.988
H  0.764  1.260  0.735
H  -0.201  3.737  -0.947
H  -0.711  3.678  0.772
H  1.365  4.807  1.076
H  2.128  3.154  0.904
H  4.974  0.776  -2.178
H  3.493  -0.098  -1.636
H  5.343  1.593  0.092
H  3.588  1.706  0.527
H  4.457  0.078  0.481
H  3.967  1.550  -4.076
H  2.441  2.629  -4.048
H  1.742  -0.092  -3.034
H  2.637  -0.251  -4.580
H  1.152  0.785  -4.563
H  -2.549  2.109  2.162
H  -2.938  0.399  2.483
H  -0.258  3.119  2.689
H  1.847  2.962  4.060
H  2.617  0.702  5.124
H  1.124  -1.345  4.823
H  -1.220  -2.095  4.501
H  -0.738  -2.424  2.805
H  -2.280  -1.415  3.195
H  -3.468  0.936  -1.296
H  -4.812  0.625  1.522
H  -5.218  -0.265  -1.372
H  -6.674  0.622  -0.836
H  -6.181  -0.833  0.117
H  -1.001  -1.090  0.905
H  -1.752  -3.452  1.146
H  -3.910  -3.363  -1.041
H  -4.725  -2.628  2.275

Computed properties:
total energy: -7712.43830 Eh
frontier orbital gap: 7.89 eV
net charge: +1
highest occupied orbital energy: -10.8 eV
M: 715.6 g/mol


3.
DFT (the ωB97M-V functional and the def2-TZVPD basis) results for a structure of composition C27H48Cl3N2O10Zr at a distorted geometry.

Atoms and positions in Å:
Zr  -0.928  -0.130  -0.450
C  -0.497  -3.427  -2.926
C  0.827  -2.759  -3.310
C  1.022  -3.160  -4.799
C  1.995  -2.292  -5.569
C  1.578  -0.839  -5.403
C  1.500  -0.337  -3.959
N  0.709  -1.320  -3.251
O  0.194  -0.864  -2.062
C  0.881  1.062  -4.045
C  2.917  -0.204  -3.374
C  2.008  -3.339  -2.501
H  -0.587  -4.392  -3.420
H  -1.329  -2.775  -3.197
H  -0.603  -3.578  -1.847
H  0.095  -3.346  -5.343
H  1.427  -4.178  -4.707
H  2.091  -2.551  -6.623
H  3.016  -2.386  -5.181
H  0.607  -0.732  -5.906
H  2.199  -0.147  -5.980
H  -0.201  0.979  -4.157
H  1.307  1.557  -4.914
H  1.099  1.643  -3.151
H  3.445  0.568  -3.948
H  3.539  -1.073  -3.591
H  2.878  0.109  -2.331
H  1.772  -4.400  -2.403
H  2.171  -2.802  -1.564
H  2.951  -3.239  -3.042
C  -0.345  -1.754  3.524
C  -1.261  -0.598  3.908
C  -0.953  -0.205  5.370
C  -1.277  1.234  5.763
C  -0.744  2.146  4.664
C  -1.331  1.856  3.276
N  -1.033  0.482  2.962
O  -1.299  0.159  1.662
C  -0.558  2.813  2.355
C  -2.834  2.200  3.233
C  -2.681  -1.217  3.963
H  0.702  -1.533  3.335
H  -0.794  -2.212  2.638
H  -0.409  -2.593  4.227
H  0.119  -0.352  5.562
H  -1.373  -0.938  6.061
H  -0.679  1.504  6.634
H  -2.346  1.387  5.914
H  0.334  1.965  4.602
H  -0.893  3.197  4.912
H  0.365  2.282  2.099
H  -0.337  3.804  2.738
H  -1.065  2.914  1.388
H  -3.097  3.104  3.781
H  -3.412  1.368  3.632
H  -3.143  2.300  2.192
H  -2.988  -1.501  2.953
H  -3.420  -0.502  4.325
H  -2.665  -2.079  4.623
C  1.780  3.000  -0.564
C  0.773  1.935  -0.437
O  -0.380  1.908  -1.003
O  1.015  0.819  0.122
H  1.311  3.979  -0.655
H  2.413  2.853  -1.439
H  2.430  3.047  0.307
C  5.598  5.222  -0.978
Cl  3.885  5.476  -1.341
Cl  5.796  3.868  0.147
Cl  6.270  6.672  -0.238
H  6.101  5.034  -1.916
C  -5.969  2.581  0.416
C  -5.542  3.326  -0.860
O  -4.188  2.895  -1.050
C  -3.921  1.878  -0.249
O  -2.872  1.287  -0.267
O  -4.938  1.562  0.535
H  -6.965  2.176  0.289
H  -5.833  3.133  1.343
H  -5.632  4.407  -0.854
H  -6.122  2.967  -1.713
C  1.604  -4.988  0.695
C  2.345  -4.208  1.792
O  1.977  -2.861  1.506
C  0.874  -2.858  0.767
O  0.214  -1.869  0.578
O  0.522  -4.076  0.391
H  1.091  -5.887  1.021
H  2.233  -5.184  -0.172
H  3.417  -4.367  1.721
H  2.047  -4.603  2.764

Computed properties:
total energy: -3346.96231 Eh
frontier orbital gap: 6.22 eV
net charge: +1
ΔE to the lowest compared entry with this formula, charge and spin: 0.0000 eV
highest occupied orbital energy: -9.2 eV
M: 758.3 g/mol


4.
DFT (the ωB97M-V functional and the def2-TZVPD basis) results for a structure of composition C27H48ClErO2P at a distorted geometry.

Atoms and positions in Å:
Er  0.911  -0.227  2.452
P  -0.693  -0.274  -0.116
Cl  -1.329  -0.589  3.473
C  1.732  -1.803  1.017
H  2.218  -2.037  0.062
H  1.521  -2.791  1.495
C  -1.915  1.038  0.467
C  -1.473  -1.946  0.194
C  -3.061  1.406  -0.478
H  -2.346  0.566  1.369
C  -4.037  2.354  0.235
H  -2.663  1.905  -1.374
H  -3.604  0.512  -0.819
C  -3.342  3.607  0.783
H  -4.838  2.639  -0.456
H  -4.506  1.812  1.068
C  -2.105  3.276  1.625
H  -3.045  4.246  -0.059
H  -4.051  4.186  1.386
C  -1.153  2.297  0.921
H  -1.563  4.196  1.873
H  -2.424  2.822  2.573
H  -0.699  2.786  0.045
H  -0.322  2.070  1.619
C  -0.494  -0.127  -1.965
C  -0.736  -3.031  -0.601
H  -1.240  -2.102  1.264
C  -1.200  -4.421  -0.159
H  -0.912  -2.906  -1.680
H  0.339  -2.924  -0.419
C  -2.722  -4.571  -0.223
H  -0.719  -5.181  -0.785
H  -0.863  -4.589  0.873
C  -3.464  -3.434  0.490
H  -3.034  -4.598  -1.275
H  -3.014  -5.531  0.218
C  -2.995  -2.040  0.052
H  -4.542  -3.526  0.321
H  -3.297  -3.523  1.573
H  -3.294  -1.855  -0.991
H  -3.486  -1.277  0.672
C  -0.021  1.276  -2.378
H  0.333  -0.835  -2.165
C  0.380  1.305  -3.859
H  -0.825  2.007  -2.202
H  0.834  1.586  -1.762
C  -0.728  0.786  -4.781
H  0.651  2.330  -4.136
H  1.278  0.686  -3.989
C  -1.301  -0.557  -4.315
H  -1.537  1.526  -4.823
H  -0.340  0.685  -5.800
C  -1.689  -0.558  -2.830
H  -2.177  -0.824  -4.917
H  -0.548  -1.340  -4.475
H  -2.528  0.136  -2.672
H  -2.049  -1.556  -2.548
C  2.607  1.632  0.123
C  2.915  0.391  -0.376
H  1.618  2.079  -0.024
C  4.245  -0.250  -0.149
H  2.144  -0.205  -0.870
C  5.033  0.428  0.986
H  4.115  -1.313  0.065
H  4.844  -0.176  -1.074
C  5.022  1.943  0.839
H  4.575  0.166  1.950
H  6.062  0.058  0.997
C  3.587  2.512  0.828
H  5.597  2.410  1.645
H  5.509  2.216  -0.106
H  3.265  2.689  1.867
H  3.607  3.512  0.363
C  3.892  -0.148  5.325
C  2.869  -0.207  4.243
O  2.108  -1.236  4.100
O  2.698  0.807  3.447
H  3.853  -1.069  5.912
H  3.680  0.716  5.966
H  4.882  -0.024  4.874

Computed properties:
total energy: -3024.78049 Eh
frontier orbital gap (spin up / spin down): 3.84 / 3.87 eV
net charge: -1
ΔE to the lowest compared entry with this formula, charge and spin: 0.0000 eV
expectation value of S²: 3.754
highest occupied orbital energy (spin up / spin down): -1.1 / -1.2 eV
spin multiplicity: 4
M: 638.4 g/mol